A 2-piece molecular cluster, C4H5N3 overall at a distorted geometry. Source: the Open Molecules 2025 dataset; level of theory: the ωB97M-V functional and the def2-TZVPD basis.

Geometry as XYZ:
```
12
Properties=species:S:1:pos:R:3:mulliken_charge:R:1
C 1.704 -1.393 0.594 -0.57
C -1.182 1.108 -0.373 0.28
H 1.762 -0.342 0.302 0.24
H 0.245 2.019 -1.234 0.23
N 0.057 1.211 -0.636 -0.45
N -2.989 2.773 -1.260 -0.31
H 2.144 -2.017 -0.187 0.26
N 0.332 -1.733 0.757 0.00
H 2.236 -1.558 1.533 0.28
C -2.195 2.030 -0.862 0.00
C -0.809 -1.968 0.880 -0.20
H -1.533 0.282 0.246 0.23
```

Summary:
Molecular weight = 95.1 Da
E = -8696.867 eV
Total charge = 0
E_LUMO = -0.21 eV
Multiplicity = 1
Gap between HOMO and LUMO = 11.181 eV
E_HOMO = -11.4 eV


A 13-piece molecular cluster, C4H34N2O14 overall at a distorted geometry. Source: the Open Molecules 2025 dataset; level of theory: the ωB97M-V functional and the def2-TZVPD basis.

Geometry as XYZ:
```
54
Properties=species:S:1:pos:R:3:mulliken_charge:R:1
H 1.112 -2.581 -2.678 0.31
O -1.635 -3.768 -0.265 -0.64
H -2.703 0.708 -1.319 0.33
C -0.901 0.518 0.144 0.96
H -2.062 3.554 -3.121 0.32
H 1.735 0.853 3.046 0.31
O -0.571 4.356 -0.517 -0.68
H 2.080 1.392 -0.519 -0.11
H 1.926 -1.251 -2.683 0.33
O 2.677 1.057 3.120 -0.75
O 3.675 -0.778 1.348 -0.60
H 3.161 2.402 0.955 0.37
H -2.056 -1.577 -2.607 0.42
H 1.913 0.401 -1.816 0.42
C 1.457 0.562 -0.843 -0.86
H -3.496 -2.116 -2.574 0.31
O -2.602 -2.358 -2.296 -0.70
H 2.059 3.483 1.142 0.34
H -0.541 -0.654 -3.772 0.28
O 0.024 2.410 1.300 -0.58
H 1.797 -1.381 2.182 0.35
H 2.519 -1.792 0.352 0.25
H -0.806 5.005 0.149 0.28
H 0.405 -1.725 2.786 0.26
H -0.764 -0.540 0.374 -0.12
N -1.128 1.019 2.593 -0.20
O 1.303 -1.788 -3.183 -0.61
N 0.000 0.910 -0.943 -0.44
H -0.878 0.039 -2.311 0.50
H -0.970 -3.393 1.175 0.38
H -2.591 1.797 0.176 0.15
O -2.799 2.940 -3.255 -0.64
C -2.383 0.798 -0.267 -0.32
H -2.144 -3.106 -0.782 0.31
O -1.213 -0.306 -3.179 -0.82
O 1.938 -2.328 -0.224 -0.66
H -1.202 1.727 3.303 0.30
H 0.030 1.920 -1.015 0.08
H -0.485 -4.218 2.425 0.27
H -2.283 2.136 -3.417 0.31
H -1.645 -4.562 -0.803 0.28
O 2.898 3.157 1.485 -0.70
H 2.754 2.028 3.069 0.39
O -3.205 -0.270 0.207 -0.61
H -2.851 -1.137 0.429 0.30
H -0.460 3.520 -0.026 0.39
H 1.126 -2.580 0.228 0.41
C -0.609 1.359 1.397 0.04
H 3.349 -0.044 1.915 0.39
H 4.522 -1.153 1.585 0.23
O -0.610 -3.324 2.094 -0.62
H 1.557 -0.339 -0.209 0.50
H -1.589 0.149 2.782 0.18
O 1.164 -1.131 2.862 -0.59
```

Summary:
Molecular weight = 334.3 Da
E = -36345.964 eV
Total charge = 0
E_LUMO = 0.19 eV
Multiplicity = 1
Gap between HOMO and LUMO = 10.244 eV
E_HOMO = -10.1 eV


A 3-piece molecular cluster, C7H24B2N5O5 overall at a distorted geometry. Source: the Open Molecules 2025 dataset; level of theory: the ωB97M-V functional and the def2-TZVPD basis.

Geometry as XYZ:
```
43
Properties=species:S:1:pos:R:3:mulliken_charge:R:1
C -0.359 -0.847 2.343 -0.73
O -2.930 -0.033 0.840 -0.63
C 2.498 0.829 -0.787 -0.06
H -5.192 -2.066 -1.483 0.39
B 1.717 3.191 -1.290 0.41
H 2.650 0.329 1.825 0.36
H 2.231 0.828 -3.505 0.33
N 0.095 -2.190 2.653 0.14
H 1.845 5.080 -1.171 0.34
H -2.326 -0.356 -2.871 0.15
O 3.319 1.010 1.664 -0.60
O 2.117 -1.857 1.653 -0.56
H -1.365 -0.687 2.720 0.47
H -3.063 -1.973 -2.902 0.36
H -0.042 2.341 -0.550 0.12
H 1.521 0.813 -0.250 -0.09
N 0.328 3.237 -0.856 -0.41
H 0.843 1.073 -2.698 0.26
H 5.363 2.012 0.242 0.34
B 3.678 1.009 0.305 0.54
H -5.345 -0.826 -0.213 0.31
N 1.701 1.537 -2.996 -0.69
C -3.221 -0.928 -2.625 -0.80
H -4.064 -0.528 -3.190 0.35
N 2.421 1.930 -1.815 0.17
H -1.708 -3.226 2.801 0.30
H -0.348 -0.706 1.261 0.01
N -3.510 -0.845 -1.207 0.07
H 3.345 2.226 -2.163 0.39
H 0.322 -0.122 2.798 0.27
H -1.883 0.354 -0.852 -0.14
H 2.611 -0.127 -1.358 0.25
C -2.737 -0.139 -0.353 0.63
H -1.037 -2.644 4.344 0.34
C -4.671 -1.545 -0.682 -0.93
H 1.577 -3.600 2.539 0.26
O 5.047 1.138 -0.025 -0.52
C -0.791 -3.084 3.376 -0.89
O 2.483 4.364 -1.290 -0.45
H 0.219 3.911 -0.099 0.29
H -4.350 -2.263 0.074 0.26
C 1.329 -2.566 2.259 0.10
H -0.317 -4.052 3.536 0.29
```

Summary:
Molecular weight = 279.9 Da
E = -26687.440 eV
Total charge = +1
E_LUMO = -2.97 eV
Multiplicity = 1
Gap between HOMO and LUMO = 8.936 eV
E_HOMO = -11.9 eV


C4H5O2Tl as an isolated structure at a distorted geometry. Source: the Open Molecules 2025 dataset; level of theory: the ωB97M-V functional and the def2-TZVPD basis.

Geometry as XYZ:
```
12
Properties=species:S:1:pos:R:3:mulliken_charge:R:1
Tl 2.814 1.019 -3.052 -0.15
C 2.121 -0.086 0.103 -0.46
O -2.351 0.738 0.031 -0.71
H -0.077 0.495 1.694 0.41
H -2.054 -0.671 1.522 0.15
C 0.795 -0.494 0.002 -0.03
O 2.867 0.477 -0.681 -0.38
H -1.650 -1.214 -0.267 0.21
H 0.590 -1.341 -0.662 0.34
H -1.073 1.314 0.146 0.31
C -0.283 0.171 0.664 -0.43
C -1.700 -0.409 0.501 -0.25
```

Summary:
Molecular weight = 289.5 Da
E = -13012.217 eV
Total charge = -1
E_LUMO (spin up / spin down) = 2.94 / 2.92 eV
Multiplicity = 2
Gap between HOMO and LUMO (spin up / spin down) = 4.582 / 5.905 eV
E_HOMO (spin up / spin down) = -1.6 / -3.0 eV


C40H66N7OPRuSSi as an isolated structure at a distorted geometry. Source: the Open Molecules 2025 dataset; level of theory: the ωB97M-V functional and the def2-TZVPD basis.

Geometry as XYZ:
```
118
Properties=species:S:1:pos:R:3:mulliken_charge:R:1
H -5.555 2.169 1.666 0.28
C 1.706 1.072 -3.081 -0.01
C 7.201 -3.065 1.996 -0.66
C -0.750 5.407 -0.373 -0.98
H -6.150 0.617 3.504 0.43
H 0.328 6.442 1.189 0.41
C 6.188 -2.181 1.667 -0.33
C -2.995 0.140 2.190 -0.21
H 0.626 1.226 -3.054 -0.25
C -1.682 4.416 0.313 -0.99
H 0.854 3.154 -0.519 -0.07
O -0.437 -2.829 -0.073 -0.22
C -4.862 1.629 -2.425 -1.18
H -2.613 4.308 -0.252 0.68
C 7.165 -4.370 1.534 -0.44
C -1.403 -3.563 0.133 -0.05
H -1.998 -6.086 0.102 0.38
C -2.489 -2.604 -1.793 -0.48
N -1.470 -4.400 1.234 0.18
H -3.458 3.408 1.689 0.23
C 0.504 5.628 0.483 -0.81
H -2.662 3.369 -2.623 0.38
H 2.691 0.791 2.275 -0.07
H -1.222 2.507 -2.054 0.16
H -2.315 -3.094 -2.754 0.19
C 5.179 2.918 1.446 -0.56
H 7.949 -5.064 1.797 0.38
H -5.382 2.995 3.217 0.38
H -4.771 1.444 -0.276 -0.03
N -1.050 3.113 0.417 0.94
H 2.166 2.043 -3.271 0.66
N -0.904 0.453 -0.110 0.84
C -0.633 -4.033 2.360 -0.64
H -5.837 1.138 -2.451 0.44
H -0.731 -6.359 1.303 0.35
C -3.513 2.495 2.277 -0.46
C 5.823 2.139 0.499 -0.85
C 6.107 -4.779 0.740 -0.68
H 0.417 4.352 2.241 0.33
H 0.331 -4.552 2.342 0.32
H 3.281 0.645 -1.675 0.30
H 0.786 -1.607 -4.620 0.51
C 2.121 -1.838 1.583 -0.92
C 5.103 -3.888 0.413 -0.42
H 0.013 -0.777 -2.485 -0.28
H -1.922 4.812 1.309 0.37
Ru 0.579 -0.698 0.601 0.87
H -3.771 -4.485 0.636 0.42
C 5.348 0.873 0.205 0.21
C -4.979 2.192 2.595 -0.70
C -1.670 -5.829 1.105 -1.15
H -2.481 0.183 3.159 0.22
H -2.414 -6.180 1.827 0.30
H 2.361 -2.037 -3.971 0.29
N -2.921 1.417 1.516 0.95
S 0.177 0.956 3.393 -0.19
C 2.080 0.100 -4.197 -1.03
H -1.275 6.352 -0.528 0.47
H 4.281 -4.218 -0.206 0.31
P -1.843 1.639 0.241 -1.91
C -3.724 -4.218 -0.417 -1.17
H 1.959 4.294 1.385 0.19
H -2.171 0.380 -2.907 -0.45
H 3.168 0.083 -4.291 0.31
H -4.484 -1.202 2.961 0.39
C 3.570 1.168 1.768 -0.40
C 0.878 4.353 1.254 -0.98
H 0.671 -2.396 -2.239 0.44
H 1.778 1.195 -0.932 -0.66
H -2.963 2.642 3.217 0.34
C 0.402 3.126 0.488 1.18
H 0.721 2.193 0.976 -0.80
H -5.038 2.705 -2.427 0.33
C 2.994 -1.681 -1.253 -1.02
H 6.224 -1.167 2.039 0.29
H 1.682 0.464 -5.145 0.50
H -0.458 -2.955 2.339 -0.09
C -2.526 1.330 -3.311 -0.03
H 2.311 -1.776 2.658 0.78
H 3.755 -1.493 -2.022 0.35
H -3.849 -5.116 -1.028 0.28
C -4.021 1.238 -3.646 -0.83
H -1.941 1.565 -4.202 0.62
H 1.809 -2.868 1.360 0.16
H 1.330 5.931 -0.163 0.36
H -4.552 -3.543 -0.639 0.37
H 2.676 -2.720 -1.357 0.69
H 3.540 3.028 2.819 0.50
C 4.220 0.361 0.841 0.50
H -3.451 -2.092 -1.827 0.39
N -2.478 -3.554 -0.702 0.40
H 6.062 -5.796 0.383 0.41
H 8.020 -2.739 2.621 0.40
H -2.484 -0.598 1.559 -0.38
N -2.941 2.076 -1.000 -0.16
H -1.706 -1.869 -1.606 -0.38
C -5.101 0.847 3.305 -0.86
H 5.566 3.895 1.698 0.41
H -3.891 0.183 -1.151 -0.11
H -1.160 -4.294 3.278 0.41
C 4.046 2.431 2.076 -0.35
C 2.191 0.557 -1.725 -0.14
H -4.266 0.220 -3.953 0.36
H -4.580 0.900 4.263 0.30
C 5.119 -2.572 0.866 0.56
H -0.485 5.008 -1.354 0.23
C -4.133 1.256 -1.141 0.36
C -4.454 -0.239 2.447 -0.71
C 0.934 -1.366 -2.497 -0.63
N 1.812 -0.843 -1.453 1.28
Si 3.632 -1.426 0.555 -0.31
H -4.992 -0.333 1.500 0.24
H -4.257 1.895 -4.485 0.33
C -2.291 2.402 -2.256 -0.44
C 1.550 -1.312 -3.898 -0.94
C -0.007 -0.341 2.492 -0.30
H 5.872 0.265 -0.522 0.50
H 6.705 2.514 -0.002 0.42
```

Summary:
Molecular weight = 853.2 Da
E = -85612.345 eV
Total charge = 0
E_LUMO (spin up / spin down) = 0.55 / -0.08 eV
Multiplicity = 5
Gap between HOMO and LUMO (spin up / spin down) = 6.361 / 7.627 eV
E_HOMO (spin up / spin down) = -5.8 / -7.7 eV


A 2-piece molecular cluster, C2H6N2O overall at a distorted geometry. Source: the Open Molecules 2025 dataset; level of theory: the ωB97M-V functional and the def2-TZVPD basis.

Geometry as XYZ:
```
11
Properties=species:S:1:pos:R:3:mulliken_charge:R:1
H 0.090 0.762 -0.028 0.30
N -0.722 1.387 -0.004 -0.42
N 1.715 -0.376 0.256 -0.52
H 0.608 -1.733 -0.842 0.21
O -2.154 -0.294 -0.609 -0.51
C -1.959 0.799 -0.143 0.13
H -2.722 1.492 0.256 0.29
H 2.638 0.003 0.120 0.21
H 1.860 -2.475 0.244 0.25
C 1.361 -1.539 -0.064 -0.19
H -0.715 1.976 0.815 0.26
```

Summary:
Molecular weight = 74.1 Da
E = -7197.141 eV
Total charge = 0
E_LUMO = 0.31 eV
Multiplicity = 1
Gap between HOMO and LUMO = 9.630 eV
SMILES = NC=O.C=N
E_HOMO = -9.3 eV


Q: The highest molecular weight belongs to which entry?
A: C40H66N7OPRuSSi